Entry 1:
ORCA calculation (the ωB97M-V functional and the def2-TZVPD basis) on a molecular structure, C3H2Br2NO2.

```
10
Properties=species:S:1:pos:R:3
C -0.55 0.90 -0.63
C -1.37 1.96 -0.04
C 1.20 0.48 0.41
N -0.96 0.11 -1.45
O -1.29 3.17 -0.43
O -1.79 1.30 0.95
Br 1.38 -1.40 0.16
Br 2.62 1.56 -0.20
H 0.94 0.76 1.43
H -0.78 -0.88 -1.40
```

Computed properties:
Frontier orbital gap (eV): 7.34
Multiplicity: 1
Energy relative to the best compared isomer or geometry (same formula, charge and spin) (kJ/mol): 142.4
DFT total energy (hartree): -5468.76585
Charge: -1

---

Entry 2:
ORCA calculation (the ωB97M-V functional and the def2-TZVPD basis) on 2 unconnected molecules or ions with the total composition C3H2Br2O.

```
8
Properties=species:S:1:pos:R:3
C 0.28 -1.99 -1.17
C -0.15 -1.30 -0.26
C -0.75 -0.35 0.60
O -0.44 0.15 1.62
Br -2.39 0.42 -0.31
Br 1.62 2.80 0.00
H 0.52 -2.72 -1.84
H 1.30 2.99 1.35
```

Computed properties:
Frontier orbital gap (spin up / spin down) (eV): 6.76 / 5.42
Multiplicity: 3
Energy relative to the best compared isomer or geometry (same formula, charge and spin) (kJ/mol): 253.0
DFT total energy (hartree): -5338.54151